C22H20N4O2S2 in the gas phase, computed with ωB97M-V with the def2-TZVPD basis set.

Its total energy is -2016.310547 hartree. Its spin multiplicity is 1. The HOMO energy comes out at -0.2987 Eh. As for the SMILES: C=CCn1c(SCc2nc3ccccc3c(=O)[nH]2)nc2sc3c(c2c1=O)CCCC3. The value obtained for the orbital gap is 8.5 eV.

CARTESIAN COORDINATES (ANGSTROEM)
1 C 2.387 4.177 1.252
2 C 1.365 3.770 0.526
3 C 1.491 3.357 -0.912
4 N 1.281 1.923 -1.059
5 C 0.037 1.397 -1.128
6 N -0.227 0.129 -1.212
7 C 0.832 -0.705 -1.233
8 C 2.155 -0.293 -1.177
9 C 3.061 -1.393 -1.207
10 C 2.417 -2.586 -1.288
11 S 0.677 -2.421 -1.324
12 C 3.079 -3.919 -1.324
13 C 4.560 -3.743 -1.668
14 C 5.174 -2.634 -0.817
15 C 4.551 -1.286 -1.169
16 H 4.840 -0.516 -0.451
17 H 4.902 -0.952 -2.150
18 H 6.253 -2.592 -0.977
19 H 4.998 -2.854 0.238
20 H 5.085 -4.685 -1.503
21 H 4.658 -3.481 -2.724
22 H 2.587 -4.567 -2.053
23 H 2.979 -4.398 -0.344
24 C 2.447 1.111 -1.071
25 O 3.542 1.626 -1.004
26 S -1.322 2.514 -1.123
27 C -2.722 1.399 -1.505
28 C -3.292 0.778 -0.272
29 N -4.396 1.228 0.200
30 C -4.896 0.642 1.337
31 C -6.106 1.109 1.861
32 C -6.627 0.542 3.001
33 C -5.961 -0.499 3.647
34 C -4.769 -0.971 3.146
35 C -4.225 -0.410 1.990
36 C -2.959 -0.899 1.447
37 O -2.266 -1.779 1.911
38 N -2.581 -0.240 0.284
39 H -1.699 -0.504 -0.162
40 H -4.231 -1.776 3.625
41 H -6.383 -0.933 4.541
42 H -7.562 0.905 3.402
43 H -6.607 1.915 1.349
44 H -2.346 0.648 -2.198
45 H -3.471 2.036 -1.971
46 H 2.503 3.559 -1.271
47 H 0.757 3.881 -1.532
48 H 0.372 3.688 0.948
49 H 2.275 4.458 2.285
50 H 3.380 4.246 0.837